Entry 1:
13 unconnected molecules or ions with the total composition C57H79N13O19. Source: OMol25; level of theory: wB97M-V/def2-TZVPD.

Properties
**Frontier orbital gap**: 7.935 eV
**HOMO**: -0.3253 hartree
**LUMO energy**: -0.9 eV
**Largest force on an atom**: 4.9 eV Å⁻¹

Structure (ORCA input):
```
! RIJCOSX wB97M-V def2-TZVPD def2/J DEFGRID3
* xyz 0 1
O 4.701 -8.254 4.686
O 2.436 -5.114 -7.733
O -7.729 -9.094 2.838
O -9.159 1.942 -7.369
O -6.935 -9.940 1.025
O 8.374 2.612 -2.332
O -10.142 -5.012 -0.559
O -9.706 4.624 7.933
O 1.198 11.093 4.420
O 1.248 3.661 -6.806
O 13.677 -2.205 3.220
O 2.414 4.318 -8.568
O -8.704 2.353 -5.271
O -0.551 1.771 12.272
O -8.577 -3.517 -0.383
O -5.741 -7.111 -8.748
O -2.963 2.470 1.682
O 8.632 1.868 -4.334
O -2.290 2.128 3.602
N -6.867 -9.154 1.974
N -4.885 -5.019 -8.449
N 1.928 4.524 -7.429
N -8.435 6.463 7.696
N 1.446 8.968 4.924
N -8.534 2.538 -6.515
N -2.224 1.933 2.450
N 1.293 2.659 11.381
N 4.467 -10.400 4.270
N 9.023 2.530 -3.356
N 4.319 -3.976 -7.644
N -9.705 -3.961 -0.086
N 12.249 -2.705 1.643
C -6.661 4.198 -6.246
C 0.059 8.865 5.438
C 0.066 0.250 -0.048
C -7.223 3.512 -8.503
C -12.056 -3.523 2.870
C -0.153 0.664 2.690
C 12.526 -2.621 2.908
C -10.609 -1.631 2.634
C 2.738 2.745 11.528
C 2.684 6.823 -7.712
C 13.251 -2.520 0.555
C -4.190 -4.024 -7.676
C -5.401 5.057 -8.094
C -7.411 7.287 8.348
C 11.223 2.864 -4.553
C 5.540 -3.822 -8.439
C 2.769 8.089 -7.212
C -0.900 1.178 0.468
C -5.587 4.968 -6.719
C 4.468 -4.342 -6.260
C -5.361 -4.613 -9.762
C 0.681 3.602 10.399
C -9.945 -2.246 1.647
C -10.435 -3.444 1.137
C 12.388 4.046 -2.333
C 1.011 -0.327 0.814
C 3.798 -11.635 4.493
C 11.045 3.569 -2.297
C 2.541 8.355 -5.822
C 3.184 -4.334 -8.296
C 0.645 1.889 12.306
C 2.410 7.818 5.010
C 10.962 -3.246 1.171
C -4.399 -6.670 3.690
C 10.441 3.105 -3.413
C 1.990 7.352 -4.996
C -7.473 3.470 -7.104
C 5.686 -10.437 3.411
C 1.921 10.122 4.445
C -8.846 5.390 8.424
C -8.905 6.919 6.396
C 13.143 3.854 -3.518
C -11.714 -2.247 3.143
C -3.280 -6.889 2.902
C -5.533 -7.442 3.363
C -6.232 4.382 -9.050
C -4.406 -8.537 1.502
C 2.247 5.847 -6.851
C 4.069 -9.272 4.835
C 1.865 6.087 -5.548
C 12.536 3.170 -4.567
C -11.439 -4.199 1.850
C -1.070 1.331 1.842
C -5.609 -8.403 2.293
C 0.867 -0.108 2.172
C -5.197 -6.330 -8.041
C -3.378 -7.688 1.750
H 3.018 -3.893 -9.291
H -0.201 0.691 3.769
H -6.353 -4.163 -9.781
H 1.412 -0.663 2.921
H 2.839 9.329 -5.462
H 2.900 6.540 -8.732
H -4.849 -6.554 -7.021
H -4.783 5.772 -8.617
H 13.175 3.028 -5.426
H -9.386 7.823 6.769
H 0.775 3.290 9.359
H 5.123 -3.176 -9.211
H 1.570 5.260 -4.918
H 11.113 -4.031 0.430
H 10.888 2.289 -5.404
H 2.720 -11.510 4.597
H 4.228 -11.942 5.446
H -0.030 9.044 6.509
H -11.766 -5.183 1.547
H 5.819 -4.813 -8.799
H -8.103 7.133 5.690
H -4.840 -3.234 -7.299
H -3.766 -4.514 -6.800
H -3.466 -3.477 -8.281
H -2.501 -6.189 3.165
H -6.150 4.384 -10.127
H -6.429 -7.217 3.922
H 6.475 -11.014 3.892
H 14.175 4.168 -3.478
H 0.080 -0.259 -1.000
H 4.016 -12.424 3.774
H 4.709 -5.404 -6.202
H 3.084 2.495 12.530
H 3.318 8.030 4.445
H -5.165 5.636 -5.983
H -10.317 -0.649 2.977
H 10.354 -3.682 1.964
H -7.083 8.257 7.974
H 3.143 8.874 -7.853
H -0.449 9.732 5.015
H -5.636 -5.480 -10.363
H 2.030 6.817 4.807
H -6.515 6.669 8.292
H -4.397 -9.069 0.562
H -4.322 -5.846 4.384
H 2.870 10.015 3.897
H 2.585 7.716 6.081
H -12.269 -1.795 3.952
H 12.762 4.522 -1.439
H -6.926 4.173 -5.200
H -2.487 -7.566 1.151
H 5.301 -3.732 -5.910
H 6.146 -9.506 3.082
H 3.144 3.734 11.315
H 2.087 7.454 -3.925
H -0.354 3.792 10.684
H 14.175 -2.853 1.029
H -9.642 6.238 5.969
H 3.582 -4.260 -5.631
H 6.294 -3.249 -7.900
H -12.887 -4.063 3.300
H 11.771 -2.909 3.655
H -4.691 -3.914 -10.261
H -7.809 2.942 -9.211
H 1.776 -0.942 0.363
H -8.241 5.086 9.292
H 13.236 -1.476 0.244
H 1.281 1.164 12.836
H 13.032 -3.244 -0.230
H 5.462 -11.086 2.563
H -0.402 7.947 5.075
H -1.614 1.626 -0.207
H 3.193 -9.518 5.455
H -7.532 7.504 9.409
H 10.256 -2.553 0.713
H -9.047 -1.727 1.347
H 10.456 3.679 -1.398
H 1.165 4.560 10.587
H 3.270 2.118 10.812
*
```

Löwdin population analysis, charges in e, atoms 1 to 8: atom 1 (O): 0.014, atom 2 (O): 0.012, atom 3 (O): 0.063, atom 4 (O): 0.068, atom 5 (O): 0.068, atom 6 (O): 0.073, atom 7 (O): 0.059, atom 8 (O): -0.037



Entry 2:
11 unconnected molecules or ions with the total composition C57H86FNO16P2S. Source: OMol25; level of theory: wB97M-V/def2-TZVPD.

Properties
**Frontier orbital gap**: 7.473 eV
**SMILES**: CCCNc1cc(F)c([PH2]=S)c2c1C(=O)c1c(CP(=O)(O)O)cc(-c3ccccc3)c(C[C@@H]3CO3)c1C2=O.CC(C)=O.CC(C)=O.CC(C)=O.CC(C)=O.CC(C)=O.CC(C)=O.CC(C)=O.CC(C)=O.CC(C)=O.CC(C)=O
**HOMO**: -0.3087 hartree
**LUMO energy**: -0.9 eV
**Largest force on an atom**: 1.8 eV Å⁻¹

Structure (ORCA input):
```
! RIJCOSX wB97M-V def2-TZVPD def2/J DEFGRID3
* xyz 0 1
S -0.426 -0.052 -2.475
P -0.751 2.835 7.784
P 0.335 1.507 -1.587
F 3.108 0.680 -1.131
O -1.024 0.289 -7.944
O -2.334 2.806 7.577
O 2.736 -6.410 -5.226
O -7.725 -2.766 3.212
O -1.288 9.372 6.412
O 7.461 2.651 2.914
O -5.462 -0.803 -7.920
O -2.838 -4.067 2.406
O 0.294 0.049 4.489
O 3.807 -4.212 -1.246
O 4.573 -11.385 -5.663
O 3.224 -2.164 -5.810
O -1.839 1.250 0.617
O -0.343 4.326 8.190
O -0.300 1.852 8.770
O -0.845 4.633 -0.024
N 3.141 0.067 3.578
C 1.945 -4.030 -2.717
C -2.407 -3.435 4.657
C 8.519 3.201 3.116
C 0.442 1.176 1.219
C 3.944 -10.790 -6.505
C -0.982 1.614 1.365
C -1.644 -2.025 2.650
C -2.029 5.069 0.551
C -2.461 6.824 3.558
C 4.578 -4.062 -6.236
C -2.091 8.894 7.182
C -3.324 9.654 7.607
C -2.208 4.361 3.698
C -6.491 -0.108 -9.946
C -8.347 -4.296 1.503
C 2.444 0.410 2.415
C -2.078 3.601 2.519
C -1.917 7.509 7.733
C 2.891 -3.148 -7.949
C -0.723 2.886 4.914
C -1.964 4.949 -0.906
C -7.700 -0.037 -7.675
C -3.197 7.995 3.438
C -5.195 6.678 3.612
C 9.186 4.043 2.056
C -1.239 2.484 2.559
C 2.484 -7.247 -4.387
C 1.237 -8.092 -4.470
C -0.580 2.132 3.741
C 4.981 2.929 5.152
C -4.585 7.917 3.471
C 1.117 1.111 -0.005
C 4.360 -9.421 -6.986
C 3.404 -7.491 -3.219
C 0.289 0.913 3.658
C 1.097 0.822 2.406
C 3.110 0.363 1.188
C 9.234 3.078 4.440
C -7.361 -3.481 2.307
C 2.699 -11.380 -7.125
C 0.033 2.483 6.171
C -2.528 -1.520 -7.592
C -2.812 4.005 1.263
C 4.098 2.378 4.038
C 3.622 -2.126 -2.385
C -1.539 3.997 4.853
C -3.066 5.580 3.675
C -5.907 -3.604 1.928
C 3.310 1.149 4.555
C -4.459 5.511 3.710
C -1.371 -0.623 -7.226
C -0.667 -0.914 -5.923
C 3.536 -3.035 -6.590
C -2.346 -3.259 3.159
C 2.439 0.714 0.035
C -6.450 -0.361 -8.458
C 3.191 -3.525 -2.032
H -6.275 6.625 3.623
H -2.933 3.187 0.570
H -0.252 -1.924 -5.942
H 1.505 -9.148 -4.534
H 8.652 2.449 5.111
H -2.678 8.931 3.311
H 5.197 3.984 5.023
H -2.936 -4.355 4.893
H 4.526 -1.872 -1.835
H -0.650 2.433 -1.252
H 3.861 0.729 5.393
H -6.685 0.948 -10.140
H 9.356 4.063 4.892
H -1.652 5.787 -1.505
H 2.158 -2.352 -8.071
H 4.559 -9.443 -8.059
H -8.537 -0.632 -8.044
H -2.562 2.007 7.085
H -0.996 7.088 7.335
H -5.162 8.825 3.387
H -1.367 -0.828 -5.093
H -2.375 4.041 -1.321
H -4.220 9.097 7.328
H 1.266 2.216 -2.361
H -1.854 7.534 8.821
H 4.147 0.068 1.163
H -3.767 4.447 1.517
H 3.408 3.134 3.668
H 10.167 3.631 1.815
H 3.566 -8.700 -6.782
H -5.761 -3.286 0.894
H -5.572 -4.635 2.035
H -8.299 -4.008 0.452
H 4.256 -6.819 -3.280
H 4.959 -3.859 -5.236
H 1.734 -5.045 -2.383
H -4.948 4.552 3.781
H 0.619 -7.933 -3.585
H -7.538 -0.263 -6.624
H -8.115 -5.358 1.593
H 5.263 -9.112 -6.465
H 2.831 -11.483 -8.203
H 3.647 -3.060 -8.730
H 5.916 2.375 5.152
H -3.340 10.623 7.113
H -1.691 4.617 5.725
H 2.390 -4.113 -8.042
H 3.760 -8.523 -3.234
H 0.114 4.711 7.431
H 2.357 1.478 4.946
H 5.407 -4.018 -6.946
H -3.317 9.806 8.687
H -5.535 -0.381 -10.387
H 0.212 1.417 6.209
H -2.145 -1.132 3.028
H 2.877 -7.307 -2.282
H 1.097 -3.388 -2.469
H -0.605 -2.023 2.983
H -9.353 -4.118 1.875
H 1.009 2.968 6.145
H 4.713 2.035 3.209
H 2.089 -4.028 -3.799
H 4.539 2.767 6.134
H 0.668 -7.814 -5.355
H -3.304 -1.459 -6.832
H -7.942 1.022 -7.779
H -2.754 6.874 7.435
H -1.670 -2.013 1.561
H 3.821 -2.067 -3.457
H 1.841 -10.733 -6.933
H 2.509 -12.360 -6.694
H 2.833 -1.422 -2.125
H -2.071 6.064 0.958
H 10.217 2.628 4.294
H -5.309 -2.973 2.578
H 9.307 5.067 2.413
H -2.182 -2.552 -7.675
H 4.063 -0.249 3.310
H 4.133 -5.056 -6.247
H -2.934 -2.594 5.111
H -7.280 -0.706 -10.405
H -1.398 -3.486 5.068
H 8.572 4.049 1.159
H -1.381 6.882 3.519
H -2.946 -1.206 -8.542
H 0.141 -0.203 -5.775
*
```

Löwdin population analysis, charges in e, atoms 1 to 8: atom 1 (S): 0.175, atom 2 (P): 0.414, atom 3 (P): 0.436, atom 4 (F): 0.053, atom 5 (O): 0.057, atom 6 (O): -0.110, atom 7 (O): 0.038, atom 8 (O): 0.063